The following is a DFT calculation (ωB97M-V/def2-TZVPD) of 10 unconnected molecules or ions with the total composition C36H54BNO31 in a non-equilibrium geometry.

As for the HOMO energy: -8.4 eV. For the total energy, the calculation gives -3816.356217 Ha. The charge is 0. As for the gap between HOMO and LUMO: 8.51 eV.

Each line ends with the Löwdin charge.
Atoms and positions in Å:
1 C 1.218 -1.209 -0.695  -0.06
2 C 1.266 -2.073 -1.950  -0.21
3 N 0.652 -3.396 -1.771  -0.06
4 C 1.277 -4.132 -0.653  -0.16
5 C 0.886 -5.595 -0.615  -0.13
6 C 1.214 -6.243 0.737  -0.19
7 O 0.377 -7.405 0.964  -0.02
8 C -0.920 -7.105 1.212  -0.33
9 O -1.363 -6.807 2.294  0.10
10 B 2.727 -6.759 0.814  -0.42
11 C 3.899 -6.219 -0.091  0.01
12 O 2.990 -7.702 1.765  0.17
13 C 0.864 -4.181 -2.970  -0.46
14 C -0.285 -5.013 -3.482  -0.01
15 O 1.946 -4.212 -3.550  0.09
16 H 1.346 -1.755 0.228  0.06
17 H 0.325 -0.605 -0.604  0.06
18 H 2.056 -0.514 -0.747  0.06
19 H 0.693 -1.571 -2.725  0.11
20 H 2.293 -2.122 -2.313  0.12
21 H 0.915 -3.685 0.271  0.11
22 H 2.361 -3.987 -0.677  0.13
23 H 1.396 -6.171 -1.384  0.12
24 H -0.178 -5.661 -0.831  0.11
25 H 1.056 -5.501 1.525  0.15
26 H -1.577 -7.229 0.340  0.13
27 H 4.796 -6.812 0.084  0.06
28 H 3.686 -6.270 -1.156  0.07
29 H 4.158 -5.189 0.138  0.07
30 H 3.763 -8.214 1.522  0.10
31 H -1.151 -4.980 -2.834  0.07
32 H 0.079 -6.035 -3.551  0.08
33 H -0.538 -4.685 -4.482  0.08
34 O -1.457 -2.225 -4.096  0.15
35 C -1.756 -1.078 -4.196  -0.57
36 O -1.013 -0.152 -4.837  0.07
37 C -1.782 1.051 -4.936  -0.11
38 C -2.761 0.903 -3.791  -0.11
39 O -2.878 -0.527 -3.681  0.07
40 H -1.147 1.924 -4.838  0.09
41 H -2.280 1.069 -5.910  0.14
42 H -2.379 1.299 -2.852  0.13
43 H -3.726 1.350 -3.996  0.12
44 O -3.517 3.742 -3.240  0.16
45 C -3.111 4.396 -4.145  -0.57
46 O -3.866 5.169 -4.956  0.07
47 C -2.985 5.954 -5.771  -0.11
48 C -1.712 5.130 -5.760  -0.10
49 O -1.809 4.455 -4.503  0.04
50 H -3.407 6.087 -6.763  0.13
51 H -2.854 6.931 -5.302  0.13
52 H -1.685 4.386 -6.557  0.14
53 H -0.805 5.727 -5.799  0.14
54 O 1.157 0.820 2.362  0.14
55 C 0.119 0.265 2.554  -0.58
56 O -0.383 -0.709 1.775  0.04
57 C -1.514 -1.297 2.441  -0.09
58 C -1.941 -0.175 3.362  -0.10
59 O -0.705 0.526 3.589  0.06
60 H -2.272 -1.590 1.718  0.10
61 H -1.175 -2.184 2.981  0.14
62 H -2.636 0.512 2.881  0.10
63 H -2.355 -0.523 4.305  0.13
64 O -3.578 -2.787 0.648  0.16
65 C -4.096 -3.849 0.538  -0.55
66 O -3.428 -5.020 0.475  0.05
67 C -4.375 -6.087 0.591  -0.12
68 C -5.655 -5.425 0.122  -0.11
69 O -5.429 -4.053 0.466  0.07
70 H -4.074 -6.929 -0.025  0.13
71 H -4.418 -6.404 1.634  0.14
72 H -5.792 -5.496 -0.958  0.13
73 H -6.544 -5.798 0.623  0.13
74 O 6.388 -0.066 -2.145  0.16
75 C 5.828 0.343 -1.184  -0.57
76 O 5.706 1.658 -0.864  0.06
77 C 4.788 1.767 0.231  -0.11
78 C 4.876 0.404 0.864  -0.11
79 O 5.230 -0.434 -0.248  0.06
80 H 5.082 2.564 0.908  0.13
81 H 3.792 1.980 -0.165  0.11
82 H 5.662 0.353 1.613  0.11
83 H 3.938 0.084 1.311  0.13
84 O 5.621 1.705 3.619  0.16
85 C 6.305 1.081 4.360  -0.57
86 O 5.981 -0.130 4.869  0.06
87 C 7.135 -0.668 5.522  -0.11
88 C 7.930 0.580 5.846  -0.11
89 O 7.517 1.478 4.809  0.06
90 H 6.841 -1.235 6.401  0.13
91 H 7.657 -1.327 4.826  0.13
92 H 7.657 1.011 6.811  0.13
93 H 9.005 0.430 5.810  0.13
94 O 0.894 2.794 -4.563  0.15
95 C 0.918 2.882 -3.379  -0.57
96 O 0.456 1.925 -2.543  0.06
97 C 0.827 2.277 -1.205  -0.11
98 C 1.006 3.776 -1.311  -0.10
99 O 1.383 3.944 -2.685  0.07
100 H 0.051 1.985 -0.502  0.14
101 H 1.750 1.761 -0.947  0.10
102 H 0.077 4.320 -1.134  0.13
103 H 1.780 4.165 -0.654  0.13
104 O -2.948 2.486 1.800  0.16
105 C -3.443 3.052 2.720  -0.57
106 O -3.436 4.391 2.886  0.06
107 C -4.316 4.719 3.971  -0.11
108 C -4.339 3.427 4.760  -0.10
109 O -4.090 2.447 3.742  0.05
110 H -3.926 5.566 4.529  0.13
111 H -5.292 4.981 3.561  0.14
112 H -3.540 3.373 5.500  0.14
113 H -5.292 3.233 5.244  0.13
114 O -2.907 8.610 4.220  0.17
115 C -2.844 8.373 3.061  -0.58
116 O -3.775 7.672 2.371  0.04
117 C -3.474 7.769 0.975  -0.11
118 C -1.991 8.078 0.991  -0.11
119 O -1.834 8.751 2.245  0.06
120 H -3.715 6.837 0.471  0.13
121 H -4.067 8.578 0.544  0.13
122 H -1.378 7.175 1.000  0.13
123 H -1.674 8.720 0.174  0.13

---

The following is a DFT calculation (ωB97M-V/def2-TZVPD) of a molecular structure, C36H54ClN3O9P2V in a non-equilibrium geometry.

As for the HOMO energy: -15.1 eV. For the total energy, the calculation gives -4331.797052 Ha. The charge is +3. As for the gap between HOMO and LUMO: 5.18 eV.

Each line ends with the Löwdin charge.
Atoms and positions in Å:
1 V 0.521 -0.128 -0.273  0.93
2 C 8.047 -0.226 0.212  -0.04
3 O 6.746 0.263 0.515  -0.09
4 C 6.579 1.063 1.587  -0.21
5 C 7.593 1.546 2.414  0.01
6 C 7.289 2.366 3.483  -0.03
7 C 5.970 2.716 3.760  -0.05
8 C 4.945 2.238 2.964  -0.02
9 C 5.236 1.421 1.878  -0.15
10 N 4.256 0.999 0.959  0.20
11 C 3.000 0.592 1.179  -0.25
12 N 2.562 0.323 2.408  0.21
13 C 1.249 0.006 2.712  -0.13
14 C 0.198 0.032 1.775  -0.12
15 C -1.082 -0.148 2.299  -0.13
16 C -1.300 -0.437 3.639  -0.04
17 C -0.249 -0.542 4.536  0.03
18 C 1.040 -0.307 4.091  -0.20
19 O 2.163 -0.328 4.834  -0.08
20 C 2.077 -0.473 6.247  -0.02
21 N 2.134 0.407 0.176  -0.04
22 C 2.585 0.610 -1.144  -0.27
23 C 2.547 1.871 -1.751  0.02
24 C 3.157 2.050 -2.978  -0.01
25 C 3.848 1.000 -3.574  0.01
26 C 3.941 -0.241 -2.961  0.02
27 C 3.293 -0.454 -1.752  -0.23
28 O 3.287 -1.612 -1.032  -0.10
29 C 4.309 -2.573 -1.292  -0.01
30 H 7.921 -0.898 -0.634  0.09
31 H 8.468 -0.780 1.054  0.11
32 H 8.725 0.582 -0.075  0.11
33 H 8.623 1.297 2.217  0.12
34 H 8.087 2.757 4.095  0.13
35 H 5.752 3.382 4.578  0.12
36 H 3.928 2.550 3.147  0.12
37 H 4.584 0.987 -0.003  0.16
38 H 3.202 0.310 3.201  0.16
39 H -1.950 -0.096 1.659  0.07
40 H -2.307 -0.616 3.987  0.13
41 H -0.450 -0.785 5.566  0.13
42 H 1.625 0.410 6.703  0.11
43 H 3.105 -0.580 6.586  0.11
44 H 1.504 -1.358 6.526  0.10
45 H 2.073 2.696 -1.228  0.14
46 H 3.120 3.014 -3.459  0.13
47 H 4.334 1.161 -4.523  0.13
48 H 4.508 -1.031 -3.430  0.12
49 H 4.184 -3.343 -0.531  0.10
50 H 5.300 -2.125 -1.187  0.11
51 H 4.211 -3.014 -2.287  0.09
52 C -2.012 -1.507 -6.053  -0.01
53 C -1.811 -1.087 -4.609  -0.39
54 C -3.136 -0.981 -3.877  -0.02
55 O -0.996 -2.108 -3.935  -0.18
56 P 0.295 -1.710 -3.142  0.52
57 O 0.177 -0.454 -2.357  -0.32
58 C 0.616 -3.167 -2.088  -0.15
59 P -0.583 -3.065 -0.719  0.54
60 O -0.362 -1.791 0.042  -0.37
61 O -2.025 -3.031 -1.290  -0.15
62 C -2.833 -4.148 -1.798  -0.38
63 C -3.436 -4.924 -0.643  -0.02
64 C -2.024 -5.044 -2.715  -0.03
65 O -0.377 -4.341 0.174  -0.14
66 C 0.134 -4.409 1.530  -0.38
67 C -0.858 -3.791 2.500  -0.01
68 C 1.514 -3.775 1.622  -0.02
69 O 1.504 -1.527 -4.135  -0.16
70 C 1.690 -2.360 -5.320  -0.41
71 C 2.091 -1.439 -6.459  -0.01
72 C 2.750 -3.407 -5.025  -0.02
73 H -2.683 -0.801 -6.536  0.11
74 H -2.468 -2.494 -6.085  0.10
75 H -1.077 -1.531 -6.607  0.07
76 H -1.263 -0.137 -4.554  0.14
77 H -3.726 -1.880 -4.034  0.09
78 H -3.692 -0.134 -4.269  0.10
79 H -2.971 -0.853 -2.810  0.05
80 H 1.623 -3.090 -1.683  0.07
81 H 0.511 -4.091 -2.648  0.09
82 H -3.621 -3.631 -2.356  0.14
83 H -2.667 -5.472 -0.105  0.08
84 H -4.159 -5.635 -1.034  0.10
85 H -3.947 -4.254 0.044  0.10
86 H -1.240 -5.543 -2.144  0.09
87 H -1.596 -4.472 -3.537  0.07
88 H -2.675 -5.806 -3.138  0.11
89 H 0.214 -5.488 1.706  0.16
90 H -0.969 -2.729 2.290  0.05
91 H -0.508 -3.918 3.520  0.10
92 H -1.827 -4.275 2.412  0.10
93 H 1.463 -2.706 1.393  0.06
94 H 2.199 -4.270 0.938  0.08
95 H 1.892 -3.903 2.632  0.10
96 H 0.738 -2.855 -5.540  0.13
97 H 3.039 -0.960 -6.233  0.08
98 H 1.346 -0.665 -6.622  0.09
99 H 2.200 -2.012 -7.374  0.10
100 H 3.714 -2.930 -4.874  0.08
101 H 2.832 -4.087 -5.869  0.11
102 H 2.488 -3.986 -4.140  0.07
103 Cl -1.781 0.663 -0.660  0.85
104 C -0.428 1.671 -0.394  -0.50
105 H -0.599 2.342 0.451  0.08
106 H -0.192 2.210 -1.316  0.06

---

The following is a DFT calculation (ωB97M-V/def2-TZVPD) of 8 unconnected molecules or ions with the total composition C36H54N8O13 in a non-equilibrium geometry.

As for the HOMO energy: -8.5 eV. For the total energy, the calculation gives -2819.008161 Ha. The charge is 0. As for the gap between HOMO and LUMO: 4.11 eV.

Each line ends with the Löwdin charge.
Atoms and positions in Å:
1 C 0.722 -0.489 3.941  0.03
2 C 1.028 0.968 3.960  -0.42
3 C 2.379 1.348 3.325  -0.11
4 C 2.654 2.817 3.064  -0.16
5 C 1.572 3.132 2.182  -0.17
6 C 0.138 3.076 2.759  -0.37
7 N -0.038 1.688 3.231  0.06
8 O -1.252 1.401 3.414  0.19
9 C -0.831 3.155 1.540  -0.01
10 C -0.176 4.191 3.858  0.04
11 C 0.951 1.388 5.465  0.01
12 H 1.700 -0.972 4.218  0.15
13 H 0.791 -0.761 3.140  -0.06
14 H -0.168 -0.664 4.413  0.09
15 H 2.488 0.667 2.479  0.14
16 H 3.202 1.193 3.934  0.11
17 H 3.624 2.964 2.617  0.12
18 H 2.668 3.265 4.051  0.12
19 H 1.671 2.482 1.272  0.14
20 H 1.756 3.987 1.779  0.07
21 H -0.710 2.572 0.646  0.07
22 H -0.898 4.205 1.109  0.12
23 H -1.836 3.106 1.763  0.05
24 H -0.449 5.201 3.389  0.13
25 H 0.519 4.322 4.594  0.01
26 H -1.199 3.658 4.325  0.16
27 H 0.971 2.638 5.536  0.13
28 H 1.652 0.676 6.050  0.14
29 H 0.078 1.360 6.129  0.08
30 N 0.488 -0.608 -0.633  -0.64
31 O 0.598 0.406 0.054  -0.07
32 O 1.302 -0.843 -1.496  -0.02
33 O -0.594 -1.258 -0.639  -0.07
34 C -0.459 2.236 -2.383  -0.12
35 C -1.990 2.359 -2.691  -0.01
36 C -2.577 3.661 -2.679  -0.01
37 C -1.818 4.869 -2.079  -0.04
38 C -0.237 4.707 -2.004  0.12
39 C 0.280 3.264 -2.198  -0.11
40 N -2.502 6.194 -1.903  -0.30
41 O -1.744 7.130 -1.478  0.02
42 O -3.779 6.340 -2.162  0.01
43 H -0.297 1.097 -2.287  0.10
44 H -2.622 1.365 -2.980  0.12
45 H -3.569 3.843 -2.711  0.04
46 H 0.371 5.452 -1.808  0.02
47 H 1.463 3.166 -1.934  0.14
48 C 6.107 -0.597 -0.145  -0.06
49 C 4.599 -0.496 -0.312  0.06
50 C 3.977 0.953 -0.435  0.10
51 C 4.767 2.177 -0.120  -0.12
52 C 6.329 2.092 0.195  0.11
53 C 6.864 0.584 0.192  -0.05
54 N 4.196 3.446 -0.127  -0.41
55 O 4.611 4.305 0.645  0.06
56 O 3.416 3.725 -1.002  0.07
57 H 6.553 -1.642 -0.131  0.12
58 H 4.059 -1.321 -0.430  0.01
59 H 3.083 0.973 -0.680  -0.04
60 H 6.908 2.938 0.473  0.06
61 H 7.886 0.407 0.540  0.08
62 C -1.719 -3.727 -2.533  0.03
63 C -1.037 -4.503 -1.303  0.04
64 C -1.690 -5.773 -0.782  0.01
65 C -2.815 -6.341 -1.558  -0.08
66 C -3.387 -5.471 -2.813  0.09
67 C -2.752 -4.281 -3.331  -0.04
68 N -3.439 -7.601 -1.148  -0.29
69 O -4.627 -7.762 -1.641  0.02
70 O -2.823 -8.160 -0.148  0.00
71 H -1.456 -2.872 -2.803  -0.03
72 H -0.118 -4.073 -0.892  0.05
73 H -1.255 -6.214 0.074  0.07
74 H -4.144 -5.864 -3.426  0.07
75 H -3.190 -3.835 -4.050  0.02
76 C -5.363 0.250 -1.487  -0.37
77 O -5.065 -0.513 -2.386  0.02
78 N -4.639 0.424 -0.388  -0.17
79 C -5.129 1.354 0.652  -0.05
80 C -3.299 -0.130 -0.130  -0.05
81 H -6.237 0.847 -1.464  0.12
82 H -4.886 0.982 1.788  0.14
83 H -6.122 1.659 0.475  0.05
84 H -4.584 2.232 0.389  0.06
85 H -2.573 -0.028 -0.993  0.07
86 H -3.247 -1.261 0.029  0.11
87 H -2.776 0.352 0.690  0.06
88 C 3.526 -3.406 3.230  -0.37
89 O 4.521 -2.960 2.574  -0.05
90 N 2.501 -3.811 2.604  -0.15
91 C 1.227 -4.220 3.270  -0.03
92 C 2.456 -3.802 1.092  0.03
93 H 3.223 -3.397 4.298  0.13
94 H 0.557 -3.389 3.099  0.06
95 H 1.182 -4.216 4.483  0.14
96 H 0.898 -5.145 2.877  0.07
97 H 2.051 -2.648 0.654  0.18
98 H 1.921 -4.508 0.598  0.04
99 H 3.260 -3.867 0.657  -0.03
100 C -2.980 -1.055 -5.009  -0.29
101 O -3.900 -1.593 -5.603  0.00
102 N -1.677 -1.423 -5.340  -0.19
103 C -0.574 -0.936 -4.501  -0.10
104 C -1.236 -2.412 -6.283  -0.06
105 H -3.305 -0.322 -4.273  0.10
106 H -0.303 0.072 -4.822  0.08
107 H 0.414 -1.350 -4.510  0.07
108 H -0.745 -0.901 -3.311  0.10
109 H -2.039 -2.754 -6.832  0.05
110 H -0.967 -3.293 -5.749  0.07
111 H -0.317 -1.857 -6.856  0.15